{"formula": "C51H56N5O10", "method": "ωB97M-V/def2-TZVPD", "species": ["H", "H", "O", "O", "H", "H", "C", "C", "C", "C", "H", "H", "C", "H", "C", "O", "H", "H", "C", "N", "C", "H", "N", "H", "C", "H", "O", "C", "C", "H", "C", "C", "O", "H", "H", "C", "O", "H", "C", "C", "N", "H", "C", "C", "C", "H", "C", "H", "C", "C", "C", "C", "H", "H", "H", "C", "H", "H", "C", "C", "H", "C", "C", "H", "H", "C", "H", "H", "H", "H", "H", "C", "H", "C", "H", "O", "H", "H", "N", "H", "O", "C", "O", "H", "H", "C", "H", "H", "C", "C", "H", "C", "C", "C", "H", "H", "H", "C", "C", "H", "C", "H", "C", "C", "C", "O", "N", "H", "H", "C", "H", "H", "C", "C", "C", "C", "H", "H", "H", "H", "C", "H"], "positions_angstrom": [[4.578283, 5.421556, 4.018285], [-3.609634, -3.713111, -2.308224], [5.405332, -3.788635, -4.533265], [3.421012, -0.189868, -0.912949], [-5.050401, -0.784691, -0.107012], [0.573110, 3.601357, -1.253699], [2.467975, -6.545078, 1.444574], [-3.885594, -1.793981, -2.833723], [-1.687655, 5.699939, 0.146018], [-6.853425, -0.312727, -0.981633], [0.157092, -4.209651, 0.382838], [2.847716, 3.141719, 3.599176], [3.248140, 2.179211, 3.052973], [-1.217646, 3.034751, 3.019519], [1.910081, -6.853973, -1.068189], [-9.002448, 0.475010, -1.999411], [3.755369, 2.814659, 2.250208], [2.958335, -3.895029, -3.268571], [-2.278464, -4.469415, 3.011101], [4.691522, 5.336148, 1.948758], [-3.282366, -0.435382, -3.187586], [-9.182930, -0.497398, -2.116659], [2.182506, 1.162586, 2.642331], [6.547886, -1.855917, -3.823382], [3.618960, 2.861928, -2.709726], [3.310958, -6.383276, 3.095964], [0.501782, -5.405891, -2.184891], [4.857797, -2.936401, -3.713824], [4.360631, 5.855093, 3.148653], [5.568955, -0.093744, -2.001011], [-0.209385, 4.622522, 1.686788], [1.128629, -5.688865, -0.999581], [2.984202, -7.077873, 2.601758], [-5.865986, 3.342445, -0.207641], [-0.438886, -0.555528, 3.286107], [-7.775382, 0.737126, -1.343649], [-5.378348, -7.363577, 2.969217], [-1.662587, 1.003653, 1.158943], [3.192223, 7.744590, 1.926986], [-7.353126, 2.049887, -1.211362], [0.310460, 0.482149, 1.566601], [-1.217001, -3.016835, 3.873144], [-6.135243, 2.326458, -0.471477], [-3.223559, -2.843994, -2.710271], [3.655638, -3.171111, -3.058789], [0.784953, 4.660067, 2.080679], [3.395896, 7.055000, 0.722563], [1.694873, 0.366700, 4.554373], [0.927183, -4.915215, 0.156728], [1.507746, 1.177896, 1.408710], [-0.727362, 0.384426, 0.537695], [4.066238, 4.190039, -2.929245], [-3.864689, -6.853090, 1.080657], [2.991038, -8.263270, 0.147071], [-0.249100, -1.240805, -0.588811], [3.816532, -1.198595, -1.831806], [-2.064114, 6.313943, -0.521921], [1.434054, 6.042151, -1.991084], [-4.013354, -5.868912, 4.306936], [2.007022, 5.112570, -2.036061], [-5.499582, -8.029401, 2.165509], [-1.289797, -1.819348, -3.375775], [-2.486360, -5.310839, 1.866039], [2.147294, -7.650344, -1.870887], [4.025559, 1.858733, 3.617884], [5.631677, -1.850156, -3.316018], [-0.266230, -1.895323, -3.232025], [3.212146, 7.707072, 4.115634], [2.764089, 0.900765, -1.740785], [4.128100, 2.166951, -2.891408], [1.410685, -4.842044, 2.345335], [3.212284, 5.303357, -2.784360], [-8.027982, 2.797923, -1.517830], [3.079312, -2.343011, -2.058025], [-4.916160, -1.898798, -2.513203], [3.580731, 6.578758, -2.984100], [-0.700748, -1.795581, 0.853723], [3.048760, 7.303139, -2.808179], [-2.513605, 3.843823, 1.510072], [2.128446, -2.477634, -1.659753], [-4.312574, 1.488286, 0.742593], [5.036058, -0.913833, -2.321048], [-1.269863, -3.496720, 3.051776], [-2.851445, -4.108729, 4.967351], [3.122645, 7.541570, -0.255245], [0.271909, -0.015512, 2.820131], [5.030359, 4.396306, -3.304097], [2.431405, 8.592745, 2.023610], [-0.961082, -1.023524, 0.075933], [4.112068, 5.838724, 0.746617], [4.363753, 5.369508, -0.167153], [1.585309, 3.663548, -1.626637], [1.369812, 0.466011, 3.586142], [-5.721086, -0.054716, -0.376732], [0.042470, -4.731009, -2.357888], [-7.079837, -1.350868, -1.144561], [-3.710372, 2.275052, 0.747595], [-4.267525, -6.451377, 3.050930], [-0.466113, 5.661389, 0.865914], [1.929768, 1.607815, 0.696218], [-1.959690, -0.624488, -3.439799], [0.092604, 6.411823, 0.462952], [3.556731, 7.053376, 3.262211], [-3.041107, -4.688867, 4.151614], [2.495677, -7.298472, 0.201364], [1.967100, 1.275468, -2.039069], [-1.899136, -2.973033, -2.974933], [3.920765, 0.049239, -0.132633], [-3.462547, 4.517609, -0.119240], [1.606765, -5.476845, 1.493482], [-3.966913, 0.485882, -3.145052], [-4.748594, -5.736928, 5.050472], [-3.477976, -6.256180, 1.921266], [-1.318898, 3.807841, 2.182436], [-2.632549, 4.688541, 0.461588], [-5.321530, 1.324930, -0.016224], [5.340842, -4.557295, -4.119980], [-1.961190, -1.202326, -0.354182], [-1.904843, -4.938102, 0.884744], [-1.141354, 0.163423, -3.716985], [2.395678, 2.611339, -2.094031], [-0.495555, 1.086611, -0.383197]], "atomic_forces_ev_per_a": [[1.6, -2.2, 3.1], [-1.2, -1.8, 0.6], [1.2, 3.0, -4.4], [-1.4, -0.6, 0.6], [1.4, -1.8, 0.6], [0.1, -0.5, 0.2], [-1.8, -0.9, -1.6], [-4.3, 9.3, -0.6], [-0.3, -5.3, 4.7], [-3.4, 0.3, -1.3], [-0.2, 0.6, -0.6], [-0.2, -2.3, -0.6], [-2.4, 4.1, -2.0], [-0.1, 1.4, -1.3], [2.2, -2.4, 3.9], [0.9, -0.8, 0.6], [-0.9, -1.6, 0.0], [-0.8, -2.4, -1.1], [-0.5, -1.1, 1.0], [-1.9, 0.1, -1.9], [-2.5, -3.2, 0.9], [0.6, 1.5, 0.4], [-1.6, 1.0, -0.4], [1.5, 0.9, -0.1], [-6.9, 12.1, 3.1], [1.1, 2.1, 1.8], [6.1, -9.0, 1.2], [-0.6, 2.7, 3.2], [-3.0, 4.5, -4.0], [1.0, 1.7, 0.6], [-1.2, -0.9, 2.5], [-1.3, 1.5, -0.6], [-0.5, -2.2, -2.1], [-0.2, 0.2, -0.2], [-2.7, -1.7, 0.6], [0.3, -0.7, -1.1], [0.5, -0.6, -1.3], [2.2, -2.2, -2.2], [-1.2, -2.2, 3.4], [1.0, -1.6, 1.5], [3.9, 1.5, -1.2], [-0.5, -0.3, 0.6], [-1.2, 0.1, -0.8], [5.8, -5.3, -0.3], [-1.3, 1.9, 1.7], [0.4, -0.7, 0.7], [0.5, 0.4, 0.1], [0.4, -0.4, 2.0], [2.9, -4.0, 3.5], [-3.6, -4.7, 9.9], [-2.9, 3.6, 0.4], [-1.3, -0.4, -0.3], [0.9, 0.5, 0.0], [0.2, 0.2, 0.3], [2.6, -0.7, -3.2], [0.4, 1.0, 2.6], [-0.7, 3.5, -3.3], [-0.5, -0.7, 0.7], [2.2, 4.1, -4.0], [0.6, -3.9, -0.8], [1.2, 2.6, 2.3], [-2.9, -3.8, 2.3], [1.7, 2.8, -1.3], [-1.1, 2.2, 0.8], [1.9, -2.0, 1.8], [-3.3, 1.3, 2.1], [2.1, 0.3, -0.9], [0.8, -1.6, -0.5], [1.4, -2.1, 0.8], [7.8, -10.2, -3.0], [0.0, -0.3, 0.4], [-2.6, -1.0, 3.5], [-0.4, 1.0, -0.3], [3.0, 0.7, -2.4], [-0.2, 0.7, -0.3], [3.9, -1.8, -1.9], [-1.0, 0.8, -0.2], [-2.2, 1.4, 0.7], [1.8, -0.3, 0.3], [-1.4, -0.5, 0.7], [4.7, 0.1, 2.9], [2.2, -4.2, -4.5], [-0.1, -0.5, -1.8], [0.3, 1.5, 2.3], [0.1, -0.8, 1.1], [4.1, 2.6, 2.1], [1.0, -0.1, -0.5], [1.7, -0.9, -0.4], [-2.1, -0.6, 3.0], [1.2, 1.3, 4.0], [0.3, -0.8, -0.6], [1.4, 4.1, -2.4], [-0.9, 0.3, -5.9], [2.3, 4.4, 1.7], [-5.8, 8.7, -1.1], [-0.4, -0.3, -0.3], [-1.3, -0.3, -0.1], [-1.3, -2.2, 1.3], [-4.0, -0.3, -2.8], [2.8, 3.7, -6.9], [2.7, 3.9, -1.4], [2.9, 1.7, 0.0], [-0.2, 1.9, -4.3], [-1.6, -4.4, -1.8], [-0.5, 1.4, -1.4], [-2.1, 3.6, -0.7], [1.3, 1.8, -0.5], [0.9, -0.9, -0.2], [-2.1, 0.0, -1.2], [-1.3, 2.4, -4.5], [1.6, -1.5, -0.3], [-0.5, -0.7, 1.0], [-0.7, -0.3, -0.7], [0.5, 0.3, -1.7], [3.0, 0.6, 1.9], [-4.2, -1.9, -3.3], [-0.3, -5.9, 2.1], [0.5, 0.2, 0.3], [-1.4, -1.5, 2.2], [-2.2, -0.6, 0.6], [-1.9, 0.6, -0.1], [0.0, -1.3, 2.1]], "lowdin_charge": [0.0465, 0.0958, 0.1373, -0.0382, 0.0834, 0.0765, -0.3358, -0.0847, 0.0011, -0.0535, 0.0498, 0.1241, 0.0068, 0.1223, 0.0069, 0.0005, 0.0949, 0.0879, -0.3045, 0.0418, 0.0158, 0.1221, -0.0364, 0.1024, 0.0307, 0.0576, 0.0913, -0.3618, -0.1741, 0.0906, -0.0686, -0.3388, 0.0572, 0.1024, 0.0933, -0.2684, -0.0486, 0.1806, -0.0523, 0.0018, -0.0384, 0.0783, -0.0095, -0.2249, 0.0319, 0.0859, -0.1113, 0.1014, 0.0299, 0.0752, -0.1545, 0.0370, 0.1233, 0.1017, 0.0158, -0.2990, 0.0566, 0.0958, 0.0605, 0.0209, 0.1645, -0.1504, -0.0077, 0.1452, 0.0410, 0.0784, 0.0756, 0.1034, -0.0351, -0.0016, 0.0854, -0.3419, 0.0987, 0.0380, 0.0954, 0.0658, 0.0890, 0.0682, 0.0334, 0.0869, 0.0509, 0.0257, -0.0115, 0.0634, 0.1064, -0.0090, 0.1075, 0.1153, -0.0491, -0.0884, 0.0745, 0.0371, 0.0556, -0.0331, -0.0513, 0.1119, 0.0811, -0.2977, -0.0782, 0.0555, -0.1342, 0.0726, -0.0088, 0.0129, 0.0194, 0.0053, 0.0934, 0.1190, 0.0738, 0.0289, 0.1369, 0.0911, -0.0550, -0.0896, -0.1061, -0.3848, 0.0496, 0.0953, 0.1483, 0.1413, -0.2997, 0.1595], "e_above_lowest_ev": 3.246, "total_charge": 1, "energy_ha": -3002.3355, "lumo_energy_ev": -2.863, "homo_ev": -9.4958, "gap_ha": 0.2437}